A molecular structure, C2H4I2S. Source: the OMol25 dataset; level of theory: wB97M-V/def2-TZVPD.

Structure (XYZ):
```
9
Properties=species:S:1:pos:R:3
C 1.0182 -0.5240 -0.4963
C -1.2253 -0.0941 0.6473
S 1.2883 1.0517 -1.1082
I -1.6407 1.9109 0.2829
I -2.5157 -1.5851 -0.0941
H 1.6114 -0.8773 0.3225
H 0.6809 -1.2143 -1.2444
H -0.9713 -0.2904 1.6796
H 1.7541 1.6226 0.0107
```

Summary:
**ΔE to the lowest compared entry with this formula, charge and spin**: 26.2 kJ/mol
**Highest occupied orbital energy (alpha / beta)**: -6.51 / -9.15 eV
**Maximum force**: 2.1 eV Å⁻¹
**HOMO-LUMO gap (alpha / beta)**: 6.443 / 7.553 eV
**Spin multiplicity**: 3
**Total energy**: -1072.0067 hartree

Need the Mulliken charges? In units of e they are:
1. C -0.759
2. C -0.670
3. S -0.134
4. I 0.132
5. I 0.114
6. H 0.369
7. H 0.365
8. H 0.436
9. H 0.145

A gas-phase ion, C2H4IN2 (charge +1). Source: the OMol25 dataset; level of theory: wB97M-V/def2-TZVPD.

Structure (XYZ):
```
9
Properties=species:S:1:pos:R:3
C -0.0647 1.8005 -0.1050
C -0.1293 -0.8749 -1.1366
N -0.1198 0.6029 -0.3824
N 0.2311 -1.8748 -0.3939
I -0.6413 -0.8274 -3.1062
H -0.9226 2.2653 0.3896
H 0.8228 2.4122 -0.2690
H 0.5014 -1.7280 0.5701
H 0.1842 -2.8252 -0.7560
```

Summary:
**Total charge**: +1
**ΔE to the lowest compared entry with this formula, charge and spin**: 206.3 kJ/mol
**Highest occupied orbital energy (alpha / beta)**: -13.74 / -13.74 eV
**Maximum force**: 9.3 eV Å⁻¹
**HOMO-LUMO gap (alpha / beta)**: 8.839 / 8.839 eV
**Spin multiplicity**: 1
**Total energy**: -485.4404 hartree

Need the Mulliken charges? In units of e they are:
1. C -0.222
2. C 0.288
3. N -0.246
4. N -0.286
5. I 0.401
6. H 0.262
7. H 0.270
8. H 0.265
9. H 0.267

C2H4INO in the gas phase. Source: the OMol25 dataset; level of theory: wB97M-V/def2-TZVPD.

Structure (XYZ):
```
9
Properties=species:S:1:pos:R:3
C -1.0197 -0.2374 0.0638
C 1.0883 0.9136 0.1410
N -0.0439 -1.6593 -0.2685
O -0.3544 0.8615 0.1476
I -3.0753 -0.0535 0.0175
H 1.2174 1.9255 0.4929
H 1.3605 0.6571 -0.8212
H 1.5639 -0.0404 0.6428
H -0.7368 -2.3672 -0.4159
```

Summary:
**ΔE to the lowest compared entry with this formula, charge and spin**: 368.4 kJ/mol
**Highest occupied orbital energy**: -8.59 eV
**Maximum force**: 8.1 eV Å⁻¹
**HOMO-LUMO gap**: 8.612 eV
**Spin multiplicity**: 1
**Total energy**: -506.1338 hartree

Need the Mulliken charges? In units of e they are:
1. C 0.183
2. C -0.677
3. N -0.551
4. O -0.211
5. I 0.156
6. H 0.246
7. H 0.353
8. H 0.326
9. H 0.174

2 unconnected molecules or ions with the total composition C2H4INO. Source: the OMol25 dataset; level of theory: wB97M-V/def2-TZVPD.

Structure (XYZ):
```
9
Properties=species:S:1:pos:R:3
C 0.5594 -0.2985 0.0351
C -0.2832 0.8315 -0.1098
N 0.1692 -1.4570 -0.2246
O -1.4969 0.5705 -0.6183
I 2.7656 0.0446 0.3019
H 0.1343 1.7965 -0.3435
H -0.8232 1.0375 1.7108
H 0.8156 -2.2075 -0.2866
H -1.8409 -0.3177 -0.4650
```

Summary:
**ΔE to the lowest compared entry with this formula, charge and spin**: 303.7 kJ/mol
**Highest occupied orbital energy (alpha / beta)**: -9.24 / -9.24 eV
**Maximum force**: 4.8 eV Å⁻¹
**HOMO-LUMO gap (alpha / beta)**: 8.492 / 8.493 eV
**Spin multiplicity**: 1
**Total energy**: -506.1585 hartree

Need the Mulliken charges? In units of e they are:
1. C 0.665
2. C -0.630
3. N -0.643
4. O -0.445
5. I -0.028
6. H 0.341
7. H 0.107
8. H 0.290
9. H 0.342

2 unconnected molecules or ions with the total composition C2H4INO2. Source: the OMol25 dataset; level of theory: wB97M-V/def2-TZVPD.

Structure (XYZ):
```
10
Properties=species:S:1:pos:R:3
C 0.4573 -0.1947 -0.4340
C -1.2810 -1.3491 0.5970
N 0.4613 1.1017 -0.5198
O 1.2626 -0.9150 -1.1846
O -1.0476 -2.4284 0.1219
I -2.8108 0.1851 -0.1898
H -1.1072 -0.9009 1.5678
H -0.4612 1.5052 -0.0709
H 0.9832 1.6583 -1.1052
H 0.9352 -1.7653 -1.0325
```

Summary:
**ΔE to the lowest compared entry with this formula, charge and spin**: 198.1 kJ/mol
**Highest occupied orbital energy**: -8.85 eV
**Maximum force**: 4.3 eV Å⁻¹
**HOMO-LUMO gap**: 9.129 eV
**Spin multiplicity**: 1
**Total energy**: -581.4564 hartree

Need the Mulliken charges? In units of e they are:
1. C 0.072
2. C 0.023
3. N -0.237
4. O -0.392
5. O -0.522
6. I -0.144
7. H 0.470
8. H 0.174
9. H 0.200
10. H 0.356

2 unconnected molecules or ions with the total composition C2H4INO2. Source: the OMol25 dataset; level of theory: wB97M-V/def2-TZVPD.

Structure (XYZ):
```
10
Properties=species:S:1:pos:R:3
C -0.6575 -0.8670 0.3766
C 1.4107 0.6898 -0.0854
N -1.3877 0.1156 -0.3176
O -1.6272 1.0604 0.4090
O -1.6987 -0.0062 -1.5076
I 2.9894 -0.5661 0.0529
H -0.7313 -1.9487 0.0533
H -0.4874 -0.6546 1.4115
H 0.8565 0.6975 -1.0311
H 1.3331 1.4793 0.6385
```

Summary:
**ΔE to the lowest compared entry with this formula, charge and spin**: 619.3 kJ/mol
**Highest occupied orbital energy (alpha / beta)**: -8.78 / -9.76 eV
**Maximum force**: 2.2 eV Å⁻¹
**HOMO-LUMO gap (alpha / beta)**: 6.998 / 8.827 eV
**Spin multiplicity**: 1
**Total energy**: -581.2960 hartree

Need the Mulliken charges? In units of e they are:
1. C -0.594
2. C -0.841
3. N 0.825
4. O -0.502
5. O -0.558
6. I 0.160
7. H 0.281
8. H 0.415
9. H 0.385
10. H 0.429

What did the third record say?
C2H4INO in the gas phase. Source: the OMol25 dataset; level of theory: wB97M-V/def2-TZVPD.

Structure (XYZ):
```
9
Properties=species:S:1:pos:R:3
C -1.0197 -0.2374 0.0638
C 1.0883 0.9136 0.1410
N -0.0439 -1.6593 -0.2685
O -0.3544 0.8615 0.1476
I -3.0753 -0.0535 0.0175
H 1.2174 1.9255 0.4929
H 1.3605 0.6571 -0.8212
H 1.5639 -0.0404 0.6428
H -0.7368 -2.3672 -0.4159
```

Summary:
**ΔE to the lowest compared entry with this formula, charge and spin**: 368.4 kJ/mol
**Highest occupied orbital energy**: -8.59 eV
**Maximum force**: 8.1 eV Å⁻¹
**HOMO-LUMO gap**: 8.612 eV
**Spin multiplicity**: 1
**Total energy**: -506.1338 hartree

Need the Mulliken charges? In units of e they are:
1. C 0.183
2. C -0.677
3. N -0.551
4. O -0.211
5. I 0.156
6. H 0.246
7. H 0.353
8. H 0.326
9. H 0.174

Q: Among the records above, which one has the highest maximum force?
A: C2H4IN2

Q: Which of these has the lowest maximum force?
A: C2H4I2S

Q: Which value of total energy does entry 1 give?
A: -1072.0067 hartree